No. 1
This record from OMol25 describes an isolated ion of composition C3H6IN2 and charge +1 in a non-equilibrium geometry. The level of theory is the ωB97M-V functional and the def2-TZVPD basis.

XYZ file:
```
12
Properties=species:S:1:pos:R:3:forces:R:3
C 0.495129 0.929145 1.251773 -1.0 -1.8 0.4
C -0.107627 -0.227332 0.424368 1.4 -2.0 0.1
C 0.899988 0.790818 -1.423079 0.4 2.4 -0.3
N 1.104555 1.830413 0.710558 0.9 1.3 -2.4
N -0.359964 0.276867 -0.954082 1.9 -4.4 -0.4
I 0.789521 2.202422 -2.875374 0.0 0.1 -0.2
H 0.537268 0.952232 2.330385 -0.5 -0.5 0.6
H 0.759874 -1.053523 0.275519 -2.2 1.7 0.6
H -1.054712 -0.709034 0.681689 0.4 0.1 0.9
H 1.910183 0.449524 -1.166604 -1.0 -0.8 0.1
H -0.755497 -0.608202 -1.483541 1.2 1.8 0.7
H -1.110212 0.897717 -0.973341 -1.4 2.1 -0.1
```
Forces are in eV/Å.

* frontier orbital gap (spin up / spin down): 8.6 / 8.1 eV
* calculated total energy: -14277.5937 eV
* net charge: +1
* E_HOMO (spin up / spin down): -13.69 / -12.98 eV

---

No. 2
This record from OMol25 describes one molecule with the formula C4H7O2P in a non-equilibrium geometry. The level of theory is the ωB97M-V functional and the def2-TZVPD basis.

XYZ file:
```
14
Properties=species:S:1:pos:R:3:forces:R:3
C 2.188955 0.664882 -1.356751 1.6 0.4 -2.2
C 2.047312 0.309367 -0.223127 -0.4 -0.3 -0.7
C -0.999366 -0.374758 -1.118322 0.2 1.9 3.0
C 1.644212 -0.123364 1.090537 1.9 -0.4 1.0
O -1.234384 2.278817 0.115875 1.3 -3.8 2.2
O 0.274002 0.088447 1.374547 0.0 0.3 -0.5
P -0.996994 0.403169 0.416247 0.0 3.6 -1.2
H 2.566398 0.895272 -2.401063 -1.1 -0.3 2.1
H -0.723077 -1.366946 -0.982057 0.9 -1.9 0.1
H -1.929430 -0.314270 -1.593872 -1.3 0.5 -1.0
H 2.325490 0.460988 1.784381 -1.3 -0.4 -0.2
H 1.928221 -1.193717 1.330849 -0.6 1.0 -0.6
H -1.733887 2.587986 -0.623688 -0.4 -0.3 -1.2
H -1.660611 0.555055 1.664783 -0.8 -0.3 -0.8
```
Forces are in eV/Å.

* SMILES: C#CCO[P@H](=C)O
* frontier orbital gap: 9.3 eV
* calculated total energy: -17640.5756 eV
* E_HOMO: -8.42 eV

---

No. 3
This record from OMol25 describes C7H14 as an isolated structure. The level of theory is the ωB97M-V functional and the def2-TZVPD basis.

XYZ file:
```
21
Properties=species:S:1:pos:R:3:forces:R:3
C -1.714387 -1.462852 -0.478702 0.0 0.0 0.1
C -0.729665 -0.394919 -0.926661 0.0 0.0 0.0
C -1.095197 1.026639 -0.685945 -0.1 0.0 -0.4
C -0.065639 1.645035 0.797138 0.1 0.3 0.3
C 0.378686 0.061481 -0.013984 0.2 -0.3 0.1
C 0.520657 -0.756793 1.262627 0.0 0.0 0.1
C 1.708255 0.259078 -0.719872 0.0 0.1 0.0
H -1.244564 -2.449580 -0.383182 -0.1 0.1 0.0
H -2.519394 -1.546051 -1.216792 0.1 0.0 0.1
H -2.179115 -1.196275 0.474512 0.1 0.0 -0.1
H -0.335590 -0.608756 -1.925205 0.0 0.1 0.1
H -0.572307 1.630273 -1.446088 -0.1 -0.1 0.1
H -0.216743 2.640742 0.381745 0.0 -0.2 0.0
H 0.959145 1.684489 1.211426 -0.1 -0.1 -0.1
H -0.754049 1.495921 1.625831 0.1 0.0 -0.1
H 1.287268 -0.327583 1.918541 -0.1 0.0 -0.1
H 0.828322 -1.774551 0.995369 0.0 0.1 0.0
H -0.412877 -0.823313 1.825790 0.1 0.0 -0.1
H 1.578936 0.750894 -1.688584 0.0 -0.1 0.1
H 2.397440 0.861472 -0.115505 -0.1 -0.1 -0.1
H 2.180814 -0.715342 -0.892451 -0.1 0.1 0.0
```
Forces are in eV/Å.

* frontier orbital gap: 8.4 eV
* calculated total energy: -7481.3471 eV
* E_HOMO: -7.53 eV

---

No. 4
This record from OMol25 describes C3H8N4 as an isolated structure in a non-equilibrium geometry. The level of theory is the ωB97M-V functional and the def2-TZVPD basis.

XYZ file:
```
15
Properties=species:S:1:pos:R:3:forces:R:3
C -2.657935 -0.116057 -0.129535 -3.2 3.5 1.3
C -0.330892 -1.004954 0.038254 -0.1 0.8 0.7
C 2.983837 0.279197 -0.197595 -2.6 -6.7 -0.1
H -3.323442 0.344719 -0.992101 2.2 -0.4 1.1
H -2.857122 -1.104967 -0.187077 -1.7 -3.3 0.8
H -2.906140 0.552676 0.847569 -0.9 -2.0 -1.9
H 0.115254 1.287882 -0.061848 -0.6 0.5 -1.2
H -0.837575 1.159848 0.997223 -0.6 2.6 -0.1
H -0.861264 -1.953989 0.234725 1.1 -0.1 -0.5
H 3.689628 -0.872435 -0.590674 -2.8 3.2 1.1
H 3.671486 1.024155 -0.279984 1.0 2.7 0.4
N -1.300241 -0.063195 -0.059735 3.6 1.1 -3.3
N -0.935659 1.329423 -0.042166 2.5 -1.1 3.2
N 0.981217 -0.921689 0.129674 0.1 -0.3 0.3
N 1.731699 0.314461 0.224430 1.9 -0.6 -2.0
```
Forces are in eV/Å.

* frontier orbital gap: 9.1 eV
* calculated total energy: -9194.7693 eV
* E_HOMO: -8.34 eV

---

No. 5
This record from OMol25 describes C8H25CrO5 as an isolated structure in a non-equilibrium geometry. The level of theory is the ωB97M-V functional and the def2-TZVPD basis.

XYZ file:
```
39
Properties=species:S:1:pos:R:3:forces:R:3
Cr -0.580291 3.218365 -0.196137 1.0 -1.4 0.6
O -0.408068 1.365756 -0.420890 -0.2 1.2 0.0
H -1.024658 0.644017 -0.589129 -0.4 0.3 -0.2
C -0.016043 -2.054624 3.239496 -0.8 0.2 0.4
C -0.322875 -1.380171 1.930613 0.5 0.3 -0.5
O -0.245930 0.043550 2.088578 -0.2 0.0 0.3
H -0.737709 -1.702188 3.982940 0.1 0.0 0.0
H 0.972491 -1.824111 3.628777 0.1 -0.1 -0.2
H -0.184313 -3.128023 3.160264 0.3 0.0 -0.1
H -1.316800 -1.664521 1.566205 0.0 0.0 0.1
H 0.416024 -1.652826 1.164784 -0.1 -0.3 0.0
H -0.389380 0.454846 1.228382 0.2 -0.1 0.2
C 2.604074 -1.716643 -2.704347 -0.1 0.0 -0.2
C 1.401371 -1.049396 -2.095170 0.0 0.8 0.0
O 1.851496 0.140573 -1.424140 0.0 -0.1 0.2
H 2.318624 -2.653467 -3.182068 0.1 -0.1 0.1
H 3.354650 -1.882162 -1.933081 0.0 -0.2 0.0
H 3.046969 -1.083879 -3.473329 0.0 0.1 0.0
H 0.885820 -1.704222 -1.385017 0.0 -0.1 0.0
H 0.695300 -0.702477 -2.858479 -0.1 -0.5 -0.1
H 1.062164 0.580751 -1.073350 0.2 -0.2 -0.1
C -4.434248 -0.245364 -0.515668 -1.4 0.7 -0.2
C -3.854892 -1.624649 -0.627999 0.6 -0.2 0.2
O -4.887630 -2.512693 -1.014594 0.2 0.1 0.0
H -4.957044 0.040895 -1.434265 0.5 0.0 -0.3
H -3.755867 0.560145 -0.229607 0.3 -0.2 0.0
H -5.276891 -0.185724 0.180829 0.3 -0.4 0.4
H -3.397311 -1.937197 0.321063 -0.2 0.0 0.1
H -3.026175 -1.653858 -1.350497 -0.2 0.1 -0.2
H -4.473008 -3.297433 -1.384184 -0.2 -0.1 0.0
C 3.535016 3.472860 0.187705 -0.6 0.4 -0.2
C 2.390098 2.619665 0.693295 0.6 0.1 -0.1
O 1.197176 3.467651 0.954837 -0.6 -0.2 -0.5
H 4.455248 2.894154 0.191234 0.0 0.0 0.0
H 3.642949 4.362900 0.812445 0.2 -0.2 0.2
H 3.349075 3.845938 -0.820928 0.0 -0.2 -0.1
H 2.692768 2.133964 1.619174 -0.4 -0.1 0.1
H 2.066715 1.870277 -0.019568 0.1 0.0 0.1
H 1.351105 3.939332 1.781811 -0.2 0.1 0.0
```
Forces are in eV/Å.

* frontier orbital gap (spin up / spin down): 6.4 / 6.7 eV
* calculated total energy: -47351.5390 eV
* net charge: +1
* E_HOMO (spin up / spin down): -12.54 / -12.54 eV
* multiplicity: 5

---

No. 6
This record from OMol25 describes an isolated ion of composition C4H14N3 and charge +1 in a non-equilibrium geometry. The level of theory is the ωB97M-V functional and the def2-TZVPD basis.

XYZ file:
```
21
Properties=species:S:1:pos:R:3:forces:R:3
N -2.246281 0.916144 0.496637 0.3 0.1 0.1
C -2.388306 -0.556298 0.485549 -0.7 1.2 0.0
C -1.173928 -1.189497 -0.241770 -1.1 0.4 0.5
N 0.013789 -0.366402 0.054593 1.1 -0.4 -0.1
C 1.066580 -0.158133 -0.992989 0.1 -1.0 -0.4
C 2.140761 0.772475 -0.464681 -0.7 0.6 -0.1
N 2.863371 0.213961 0.664227 -0.1 0.3 0.1
H -2.265911 1.311182 1.428652 0.0 -0.2 0.0
H -0.266453 0.581093 0.266743 -1.1 0.6 0.4
H -2.989509 1.377785 -0.008640 0.1 -0.1 -0.1
H -2.599811 -0.885705 1.500761 0.4 -0.4 -0.1
H -3.285406 -0.729151 -0.105191 0.1 -0.7 0.1
H -0.968731 -2.192892 0.116419 -0.1 -0.2 -0.4
H -1.461261 -1.148755 -1.288042 0.7 -0.2 -0.2
H 0.433998 -0.753720 0.901744 0.5 0.2 -0.1
H 0.570762 0.268978 -1.860363 -0.1 0.1 0.0
H 1.434468 -1.142670 -1.285102 0.2 0.1 0.1
H 2.733058 1.149219 -1.301853 0.2 -0.3 0.0
H 1.588595 1.662497 -0.130712 0.2 0.0 0.1
H 3.000863 0.952333 1.340158 0.0 -0.1 0.2
H 3.799358 -0.082452 0.423857 0.0 -0.3 -0.2
```
Forces are in eV/Å.

* SMILES: NCC[NH2+]CCN
* frontier orbital gap: 11.1 eV
* calculated total energy: -8839.1032 eV
* net charge: +1
* E_HOMO: -13.81 eV

---

No. 7
This record from OMol25 describes C2H5BrN4 as an isolated structure in a non-equilibrium geometry. The level of theory is the ωB97M-V functional and the def2-TZVPD basis.

XYZ file:
```
12
Properties=species:S:1:pos:R:3:forces:R:3
C -0.756997 -0.267352 -0.381525 0.6 0.3 -0.1
C -1.009148 1.030805 -0.660441 1.2 0.0 -3.5
N 0.088292 -1.241688 -0.928913 -1.3 0.8 -1.2
N -1.040596 -1.052898 0.745983 -0.9 0.0 1.7
N -0.212849 -2.020629 0.105327 -1.9 3.9 -0.5
N 1.432793 1.486140 0.629882 0.1 0.8 0.6
Br 2.346930 0.065424 -0.013931 0.7 0.4 0.1
H -0.615094 1.259952 -1.751094 -0.9 0.0 2.5
H -1.663288 1.744480 -0.167999 0.3 -0.5 0.1
H -0.832760 -0.553813 1.654405 0.5 -1.4 -1.1
H 0.259224 -2.793169 0.334040 1.9 -3.4 1.8
H 2.003497 2.342744 0.434265 -0.4 -0.9 -0.3
```
Forces are in eV/Å.

* frontier orbital gap (spin up / spin down): 9.2 / 6.4 eV
* calculated total energy: -78150.4147 eV
* E_HOMO (spin up / spin down): -9.14 / -7.19 eV

---

No. 8
This record from OMol25 describes a 9-piece molecular cluster, C6H26O8 overall in a non-equilibrium geometry. The level of theory is the ωB97M-V functional and the def2-TZVPD basis.

XYZ file:
```
40
Properties=species:S:1:pos:R:3:forces:R:3
C -0.656596 1.344542 -1.237362 -2.2 0.4 -0.6
C -1.202525 2.554790 -1.200396 4.5 1.4 1.5
C -1.654965 0.290382 -1.652082 0.8 -0.3 3.9
C -1.507704 -0.953527 -0.679765 -3.6 2.5 -2.1
C -2.651590 -1.331926 -0.073757 2.6 -1.9 0.8
C -2.559964 -2.607114 0.761277 0.1 0.6 -1.3
H 0.335786 0.996883 -1.093430 0.7 0.4 0.2
H -0.592855 3.462832 -0.891023 -0.9 -1.0 -0.5
H -2.187835 2.728603 -1.437395 -2.1 0.3 -0.4
H -1.549475 0.294068 -2.696254 -0.3 -1.3 -1.6
H -2.597949 0.709816 -1.297036 -0.3 -0.2 -0.9
H -0.558831 -1.345409 -0.468145 1.0 -1.0 0.0
H -3.618182 -0.846479 -0.048996 0.1 0.2 -0.7
H -2.622763 -2.409999 1.788300 -0.8 0.0 1.6
H -1.655597 -3.157729 0.645265 1.3 0.2 -0.3
H -3.226193 -3.342111 0.370032 -1.3 -0.4 0.3
H -4.608746 1.663881 1.214101 2.5 1.2 2.0
H -3.962693 2.245867 2.543545 -1.7 1.4 4.8
O -3.760894 1.997393 1.718989 -0.8 -2.5 -6.7
H 2.950372 -1.147478 3.137706 -0.1 -4.6 1.3
H 3.001918 -0.316557 1.785971 -0.3 -0.2 3.6
O 2.992125 -0.310407 2.839474 0.7 4.6 -4.2
H 2.156147 0.274088 -0.846553 -0.6 0.2 1.6
H 2.809909 0.630560 -2.131171 -0.7 -1.9 0.8
O 2.489292 -0.175009 -1.600662 1.5 1.3 -2.8
H 1.479367 -1.666886 -2.255619 0.9 0.5 -0.3
H 0.127930 -1.872228 -2.701461 0.2 -0.8 -0.4
O 0.998862 -2.310835 -2.793287 -1.0 0.7 0.0
H 1.730951 -2.943720 -1.079158 -1.1 -0.1 1.8
H 0.639059 -3.697553 -0.363411 -0.6 -0.6 0.0
O 1.241413 -2.986680 -0.193911 1.7 0.6 -1.1
H 0.355737 0.883744 4.043898 0.8 -0.1 0.3
H -0.246225 1.743796 3.064771 0.0 0.7 -0.2
O 0.588435 1.679501 3.548294 -1.0 -0.5 -0.3
H 1.465424 2.978378 -1.049579 0.9 -0.3 -0.6
H 2.948942 2.924047 -0.770545 1.5 0.5 1.4
O 2.337814 2.731783 -1.442002 -2.3 -0.1 -0.8
H 1.030121 0.819064 1.292863 1.0 -2.4 -0.8
H 1.012786 -0.740677 0.900463 -1.8 -2.7 0.7
O 1.460823 0.042795 0.777524 0.5 5.2 0.2
```
Forces are in eV/Å.

* SMILES: C=CC/C=C/C.O.O.O.O.O.O.O.O
* frontier orbital gap: 9.6 eV
* calculated total energy: -23020.2300 eV
* E_HOMO: -9.41 eV

---

Which value of calculated total energy does entry 5 give?
-47351.5390 eV

---

The lowest calculated total energy belongs to which entry?
C2H5BrN4

---

Repeat the sixth record exactly.
This record from OMol25 describes an isolated ion of composition C4H14N3 and charge +1 in a non-equilibrium geometry. The level of theory is the ωB97M-V functional and the def2-TZVPD basis.

XYZ file:
```
21
Properties=species:S:1:pos:R:3:forces:R:3
N -2.246281 0.916144 0.496637 0.3 0.1 0.1
C -2.388306 -0.556298 0.485549 -0.7 1.2 0.0
C -1.173928 -1.189497 -0.241770 -1.1 0.4 0.5
N 0.013789 -0.366402 0.054593 1.1 -0.4 -0.1
C 1.066580 -0.158133 -0.992989 0.1 -1.0 -0.4
C 2.140761 0.772475 -0.464681 -0.7 0.6 -0.1
N 2.863371 0.213961 0.664227 -0.1 0.3 0.1
H -2.265911 1.311182 1.428652 0.0 -0.2 0.0
H -0.266453 0.581093 0.266743 -1.1 0.6 0.4
H -2.989509 1.377785 -0.008640 0.1 -0.1 -0.1
H -2.599811 -0.885705 1.500761 0.4 -0.4 -0.1
H -3.285406 -0.729151 -0.105191 0.1 -0.7 0.1
H -0.968731 -2.192892 0.116419 -0.1 -0.2 -0.4
H -1.461261 -1.148755 -1.288042 0.7 -0.2 -0.2
H 0.433998 -0.753720 0.901744 0.5 0.2 -0.1
H 0.570762 0.268978 -1.860363 -0.1 0.1 0.0
H 1.434468 -1.142670 -1.285102 0.2 0.1 0.1
H 2.733058 1.149219 -1.301853 0.2 -0.3 0.0
H 1.588595 1.662497 -0.130712 0.2 0.0 0.1
H 3.000863 0.952333 1.340158 0.0 -0.1 0.2
H 3.799358 -0.082452 0.423857 0.0 -0.3 -0.2
```
Forces are in eV/Å.

* SMILES: NCC[NH2+]CCN
* frontier orbital gap: 11.1 eV
* calculated total energy: -8839.1032 eV
* net charge: +1
* E_HOMO: -13.81 eV